Run a
The following is a quantum chemistry calculation of a single C21H32N4O3 molecule, from the Open Molecules 2025 dataset.

Properties
HOMO-LUMO gap in eV: 10.0268
Total charge: 0
SMILES: CCCCC/C=C/CC(=O)N1CC[C@@H]2C[C@]2(C(=O)NCc2nc(C)no2)CC1
Lowest unoccupied orbital energy in eV: 0.76

XYZ file:
```
60
C21H32N4O3 ωB97M-V with the def2-TZVPD basis set
H -0.86 1.41 -1.36
H 4.91 -1.02 0.47
C 3.95 -0.51 0.47
C -2.02 -4.59 0.62
C -0.39 0.43 -1.35
H -0.80 0.27 2.12
C -1.07 -3.49 0.90
H 5.56 1.90 0.78
H 1.45 0.51 -2.44
H -3.10 1.35 -1.35
C -0.29 -1.73 1.68
H -2.91 -0.86 -0.18
O 1.00 2.49 -0.19
H 4.91 0.83 -0.95
C 3.91 0.46 -0.73
H -2.27 -5.11 1.54
C -4.88 0.24 -1.80
H -1.57 -5.30 -0.08
H 3.34 2.01 2.89
H 1.29 0.98 1.51
C -7.16 1.21 -2.35
C 4.04 1.51 2.23
C 3.70 2.79 0.10
H -2.94 -4.19 0.19
H -0.60 -1.64 -1.31
H -7.50 1.11 -1.31
H 5.80 0.18 2.46
O 2.40 -1.40 3.25
H -5.16 -0.69 -2.31
H -5.34 1.53 -3.45
N -1.37 -2.43 1.73
H 4.23 3.36 -0.68
H -3.06 0.54 -2.90
O 0.65 -2.25 0.89
H 2.91 3.42 0.49
H -7.69 2.05 -2.79
C -3.37 0.42 -1.86
C 4.79 0.35 2.82
N 1.26 0.13 2.06
C 3.68 0.09 1.86
H -5.37 2.33 -1.90
N 0.12 -3.43 0.37
H 5.06 3.31 1.67
C 2.41 -0.46 2.48
N 3.06 1.62 -0.51
C 1.71 1.60 -0.65
H -5.19 0.12 -0.75
C 4.68 2.40 1.20
H -7.46 0.31 -2.88
H 3.20 -1.29 0.31
H 3.58 -0.07 -1.62
H -2.95 -1.67 -1.72
C -1.12 -0.68 -1.33
C -5.65 1.40 -2.41
C 1.11 0.43 -1.41
H 1.49 -0.52 -1.03
H -0.08 -0.64 3.46
H 4.63 0.09 3.86
C -0.01 -0.44 2.39
C -2.62 -0.75 -1.24
```

Run b
The following is a quantum chemistry calculation of a single C21H32N4O3 molecule, from the Open Molecules 2025 dataset.

Properties
HOMO-LUMO gap in eV: 9.8816
Total charge: 0
SMILES: CCCCC/C=C/CC(=O)N1CC[C@@H]2C[C@]2(C(=O)NCc2nc(C)no2)CC1
Lowest unoccupied orbital energy in eV: 0.67

XYZ file:
```
60
C21H32N4O3 ωB97M-V with the def2-TZVPD basis set
C 0.39 3.19 0.25
H -1.33 -0.52 2.03
C -0.88 2.70 -1.32
H -0.08 -2.39 -4.20
H -4.19 -2.56 -3.73
C -1.02 -2.10 -4.67
C -0.74 -1.99 -1.80
H -4.59 -2.36 -6.14
H -0.26 -0.09 -4.47
C -3.39 -2.79 -4.43
C -0.28 -0.56 0.18
H 0.81 -1.03 6.66
H -0.30 0.87 1.77
C 0.74 -0.89 2.45
N -2.14 -2.38 -3.80
H -0.24 -1.20 -2.36
H -1.12 -2.76 -5.54
H -0.09 -2.87 -1.89
C -2.53 1.27 -4.28
H 2.78 -0.93 4.32
H 1.90 0.31 6.33
C -1.98 2.53 -2.30
H -0.43 -0.60 -6.10
C -0.36 -0.21 1.64
H 2.55 -1.26 6.79
H -0.95 0.83 -3.02
H -2.89 -2.39 -6.51
O -3.03 -2.68 -1.75
H 0.35 3.19 2.37
C -2.26 0.13 -5.22
H -2.92 2.46 -1.76
C -3.61 -2.07 -5.75
H 1.93 3.57 1.66
C -0.90 -1.60 -0.37
H -2.40 -0.15 -7.40
H 1.70 -2.26 4.66
H 0.64 -1.97 2.35
H -3.36 1.29 -6.76
C 0.86 3.71 1.56
O -3.44 2.06 -4.48
H -2.04 3.44 -2.90
C 1.77 -0.77 6.21
H 1.72 -0.63 2.02
C -2.08 -2.37 -2.44
N 1.20 2.68 -0.62
C 1.80 -1.17 4.75
H -4.42 -0.15 -5.07
N -1.76 1.39 -3.16
O 0.36 2.35 -1.69
H -1.58 -2.21 0.22
H 0.62 4.77 1.64
N -0.93 3.21 -0.14
C -2.91 0.32 -6.57
C -0.94 -0.63 -5.13
H -3.40 -3.88 -4.58
C 0.72 -0.50 3.92
H -0.27 -0.74 4.34
H 0.39 0.04 -0.43
C -3.57 -0.57 -5.58
H 0.82 0.59 4.01
```

Short version: run a, run b, most stable first.

Run a
The following is a quantum chemistry calculation of 2 unconnected molecules or ions with the total composition CH5ClN2S, from the Open Molecules 2025 dataset.

Properties
HOMO-LUMO gap in eV: 9.8028
Total charge: 0
SMILES: C/N=N/S.Cl
Lowest unoccupied orbital energy in eV: 0.85

XYZ file:
```
10
CH5ClN2S ωB97M-V with the def2-TZVPD basis set
H 3.49 1.03 -0.58
Cl -2.85 2.25 1.06
N 0.41 -0.23 -0.44
N 1.62 0.00 -0.30
H -3.98 2.74 0.65
S 2.27 1.42 -0.80
C -0.07 -1.53 0.00
H 0.69 -2.24 0.19
H -0.84 -1.93 -0.73
H -0.74 -1.51 0.95
```

Run b
The following is a quantum chemistry calculation of 2 unconnected molecules or ions with the total composition CH5ClN2S, from the Open Molecules 2025 dataset.

Properties
HOMO-LUMO gap (spin up / spin down) in eV: 8.0173 / 8.0247
Total charge: 0
Lowest unoccupied orbital energy (spin up / spin down) in eV: -0.31 / -0.30

XYZ file:
```
10
CH5ClN2S ωB97M-V with the def2-TZVPD basis set
Cl -2.19 -0.50 -0.53
S -1.54 2.00 0.66
H 0.93 -1.04 -1.47
H 0.54 0.25 1.33
N -1.10 0.76 -0.38
N 0.69 0.27 0.29
H 1.85 -1.39 0.07
H 0.21 -1.79 -0.12
H -0.29 2.47 0.48
C 0.88 -1.03 -0.33
```

Short version: run a, run b, most stable first.

Run a
The following is a quantum chemistry calculation of 2 unconnected molecules or ions with the total composition C5H12Si, from the Open Molecules 2025 dataset.

Properties
HOMO-LUMO gap in eV: 8.3581
Total charge: 0
SMILES: C/C=[SiH]\C.C=C
Lowest unoccupied orbital energy in eV: 0.50

XYZ file:
```
18
C5H12Si ωB97M-V with the def2-TZVPD basis set
Si 0.78 -0.33 -0.85
C 2.33 1.98 0.18
H -4.33 -1.16 0.58
H -1.72 -0.02 -0.32
H 2.04 -1.85 0.92
H 2.46 3.02 -0.17
H 3.22 1.57 0.45
H 1.58 2.05 0.94
H -3.25 0.95 -0.39
H 1.82 1.66 -1.95
C 0.98 -1.38 0.72
C 1.85 1.09 -1.06
H 0.00 -1.21 -1.70
H -2.73 -2.08 0.32
C -2.74 0.02 -0.09
C -3.29 -1.10 0.23
H 0.26 -2.34 0.57
H 0.75 -0.89 1.61
```

Run b
The following is a quantum chemistry calculation of a single C5H12Si molecule, from the Open Molecules 2025 dataset.

Properties
HOMO-LUMO gap in eV: 9.5269
Total charge: 0
SMILES: CC[Si@H]1C[C@@H]1C
Lowest unoccupied orbital energy in eV: 1.00

XYZ file:
```
18
C5H12Si ωB97M-V with the def2-TZVPD basis set
H -3.02 -1.52 -0.74
C -1.57 0.14 -0.52
H -1.63 1.51 1.30
H -2.61 -0.73 1.01
C -1.09 1.20 0.46
H -3.63 0.16 -0.16
H 2.65 0.72 1.10
C 2.95 0.03 0.28
H 3.90 0.27 -0.25
C 1.75 0.10 -0.72
C -2.80 -0.57 -0.09
Si 0.04 -0.26 0.38
H -1.60 0.53 -1.53
H -0.77 2.06 -0.11
H -0.22 -1.50 1.18
H 1.93 -0.68 -1.45
H 3.01 -0.91 0.81
H 1.81 1.08 -1.30
```

Short version: run b, run a, most stable first.

Run a
The following is a quantum chemistry calculation of a molecular structure, C21H26ClN3O2, from the Open Molecules 2025 dataset.

Properties
HOMO-LUMO gap in eV: 7.9800
Total charge: 0
Lowest unoccupied orbital energy in eV: 0.58

XYZ file:
```
53
C21H26ClN3O2 ωB97M-V with the def2-TZVPD basis set
C -4.86 -0.58 -0.13
H 3.20 2.64 1.82
C 6.30 -0.78 -0.05
N 3.24 0.66 -0.63
H 3.92 2.45 -0.40
C -1.16 2.61 -0.70
C 5.01 -2.06 1.33
C 6.30 -2.27 1.52
H -1.84 2.68 -1.33
C -6.07 -0.78 -0.10
C -4.05 0.45 0.43
H -0.68 3.32 -0.58
C 6.75 0.10 -1.03
H 4.71 1.02 0.60
C -4.58 1.12 1.46
H 1.68 3.09 -0.12
H -1.55 1.69 1.30
H -6.28 1.08 2.84
H -2.88 2.58 0.62
N -2.92 0.79 0.04
N -0.27 1.40 -1.14
C -0.84 0.36 -1.71
C 2.73 2.03 1.23
H -2.50 -1.06 -0.84
H 2.20 1.74 -2.08
Cl -7.00 -2.18 -0.85
O 3.01 -1.78 -1.05
H 7.13 1.07 -0.75
H -0.26 -0.46 -1.83
O 6.95 -1.43 0.88
H 4.12 -2.50 1.72
H 7.70 -0.35 -1.73
C -1.90 -0.32 -0.64
H 0.60 2.56 1.34
H 5.94 0.40 -1.87
H -4.38 -1.07 -1.16
H 6.72 -2.75 2.61
C -6.55 -0.31 1.23
H 1.79 -0.18 -1.97
C -2.14 1.75 0.36
C -5.88 0.44 1.90
C 1.41 2.31 0.34
C 3.69 1.63 0.09
C 2.00 0.77 -1.34
H -7.62 -0.49 1.52
C 0.98 1.00 -0.35
H -1.16 -0.72 0.46
H 2.55 1.20 1.76
C 3.57 -0.82 -0.61
H -4.15 1.66 2.16
H 0.94 0.23 0.24
H -1.69 0.60 -2.27
C 5.02 -1.06 0.22
```

Run b
The following is a quantum chemistry calculation of a single C21H26ClN3O2 molecule, from the Open Molecules 2025 dataset.

Properties
HOMO-LUMO gap in eV: 8.5701
Total charge: 0
SMILES: COc1ccc(Cl)cc1NC(=O)CCN1CCN(c2ccccc2C)CC1
Lowest unoccupied orbital energy in eV: 0.55

XYZ file:
```
53
C21H26ClN3O2 ωB97M-V with the def2-TZVPD basis set
C 2.16 1.79 1.39
H 2.32 2.86 1.53
C -4.52 -1.05 0.90
C -6.14 -0.85 -1.35
H 7.03 -2.15 0.65
H -3.90 -1.12 1.77
H 2.27 1.29 2.37
N 0.83 1.59 0.84
H -6.65 1.45 -2.92
H -1.33 2.48 -0.12
C -2.42 1.10 1.15
C 1.65 -0.37 -0.35
O -2.38 0.42 2.14
C -5.12 0.06 -1.17
H 3.16 -1.26 -2.24
C -0.19 2.19 1.69
H -3.25 1.55 -0.67
H 4.16 -0.61 2.33
H 5.71 0.20 2.05
C 6.17 -2.44 -1.28
H 5.03 -2.59 -3.09
H 7.00 -3.02 -1.65
H -5.19 2.12 -3.69
C 5.17 -0.74 1.95
C 0.61 0.17 0.62
O -4.81 1.09 -2.02
H -0.36 1.62 2.61
H -0.39 0.03 0.20
C 3.20 1.24 0.42
C -1.52 2.32 0.94
C 4.01 -1.45 -1.60
H 1.48 -1.44 -0.51
H 0.16 3.19 1.96
H 1.53 0.16 -1.31
C -4.29 -0.04 -0.02
H 0.66 -0.39 1.57
C 4.03 -0.92 -0.31
N 2.96 -0.18 0.22
C -5.56 -1.95 0.69
H -6.78 -0.79 -2.22
C -6.37 -1.86 -0.43
C 6.19 -1.94 0.01
Cl -5.84 -3.20 1.85
H -2.07 3.18 1.33
H 4.20 1.40 0.81
C 5.13 -1.20 0.52
C 5.06 -2.20 -2.08
C -5.60 1.25 -3.18
H -7.17 -2.56 -0.58
H 3.11 1.79 -0.54
H 5.69 -1.48 2.56
N -3.28 0.90 0.10
H -5.54 0.38 -3.83
```

Short version: run b, run a, most stable first.

Run a
The following is a quantum chemistry calculation of a molecular structure, C2H4INS, from the Open Molecules 2025 dataset.

Properties
HOMO-LUMO gap in eV: 7.4796
Total charge: 0
Lowest unoccupied orbital energy in eV: -0.43

XYZ file:
```
9
C2H4INS ωB97M-V with the def2-TZVPD basis set
N -0.71 1.01 0.51
C 0.51 -0.98 0.27
C 0.47 0.38 -0.44
H -0.09 0.35 -1.46
H 1.49 -1.03 0.88
S -0.90 -0.49 1.35
I -2.52 1.76 -0.13
H 0.30 -1.90 -0.43
H 1.45 0.88 -0.56
```

Run b
The following is a quantum chemistry calculation of a single C2H4INS molecule, from the Open Molecules 2025 dataset.

Properties
HOMO-LUMO gap in eV: 7.9636
Total charge: 0
SMILES: [H]/N=C(/C)SI
Lowest unoccupied orbital energy in eV: -1.29

XYZ file:
```
9
C2H4INS ωB97M-V with the def2-TZVPD basis set
I 4.35 0.13 -0.11
N 1.26 1.30 -0.12
S 2.23 -1.19 0.05
C -0.45 -0.34 0.03
H -0.45 -1.51 0.01
H 2.15 1.74 -0.18
C 0.98 0.10 -0.02
H -0.86 0.02 0.85
H -0.82 0.05 -0.95
```

Short version: run b, run a, most stable first.